{
  "formula": "C2H10N2O",
  "method": "wB97M-V/def2-TZVPD",
  "multiplicity": 1,
  "de_lowest_kcal_mol": 61.3,
  "gap_ev": 8.01,
  "charge": 0,
  "species": ["C", "N", "C", "O", "H", "H", "H", "H", "H", "H", "N", "H", "H", "H", "H"],
  "positions_angstrom": [[0.143, 1.760, 0.688], [0.443, 0.360, 0.475], [0.174, 0.224, -1.432], [0.649, 1.171, -2.049], [0.688, 2.414, 0.003], [0.297, 2.095, 1.726], [-0.900, 1.941, 0.441], [1.457, 0.271, 0.437], [-0.921, 0.106, -1.295], [0.632, -0.790, -1.510], [-0.558, -1.970, 0.527], [0.006, -0.869, 0.563], [-0.178, -2.385, -0.316], [-0.377, -2.531, 1.343], [-1.556, -1.797, 0.399]],
  "mulliken_charge": [-0.803, -0.764, -0.099, -0.616, 0.286, 0.294, 0.285, 0.230, 0.237, 0.112, -0.675, 0.545, 0.332, 0.307, 0.330]
}

---

{
  "formula": "C2H10N2O",
  "method": "wB97M-V/def2-TZVPD",
  "multiplicity": 1,
  "de_lowest_kcal_mol": 15.4,
  "gap_ev": 9.22,
  "smiles": "NCCN.O",
  "charge": 0,
  "species": ["N", "C", "C", "N", "H", "H", "H", "H", "H", "H", "H", "H", "O", "H", "H"],
  "positions_angstrom": [[-0.833, 1.812, 0.711], [-0.211, 0.712, -0.090], [-1.225, -0.077, -0.936], [-0.519, -1.070, -1.746], [-0.846, 2.672, 0.208], [-0.519, 1.789, 1.658], [0.320, 0.127, 0.649], [0.446, 1.223, -0.801], [-1.959, -0.502, -0.251], [-1.775, 0.578, -1.615], [0.462, -0.838, -1.894], [-0.597, -2.015, -1.379], [2.282, -1.133, 1.591], [2.392, -1.139, 2.571], [1.787, -1.950, 1.485]],
  "mulliken_charge": [-0.550, -0.298, -0.426, -0.560, 0.197, 0.182, 0.211, 0.283, 0.300, 0.211, 0.248, 0.226, -0.656, 0.322, 0.311]
}

---

{
  "formula": "C2H10N2O",
  "method": "wB97M-V/def2-TZVPD",
  "multiplicity": 1,
  "de_lowest_kcal_mol": 26.3,
  "gap_ev": 9.87,
  "smiles": "NCN.CO",
  "charge": 0,
  "species": ["N", "C", "N", "H", "H", "H", "H", "H", "H", "C", "O", "H", "H", "H", "H"],
  "positions_angstrom": [[1.464, -1.219, 1.725], [2.408, -1.635, 0.733], [3.549, -2.366, 1.316], [1.331, -1.819, 2.516], [0.688, -0.689, 1.373], [2.038, -2.357, -0.009], [2.780, -0.815, 0.125], [3.123, -3.166, 1.775], [3.823, -1.746, 2.079], [-3.684, 2.367, -1.833], [-3.522, 3.423, -2.734], [-3.776, 1.390, -2.308], [-2.864, 2.195, -1.125], [-4.556, 2.446, -1.188], [-2.801, 3.988, -2.443]],
  "mulliken_charge": [-0.494, -0.291, -0.632, 0.159, 0.159, 0.297, 0.305, 0.232, 0.264, -0.530, -0.489, 0.234, 0.225, 0.246, 0.313]
}

---

{
  "formula": "C2H10N2O2",
  "method": "wB97M-V/def2-TZVPD",
  "multiplicity": 1,
  "de_lowest_kcal_mol": 20.7,
  "gap_ev": 10.19,
  "smiles": "NCO.NCO",
  "charge": 0,
  "species": ["N", "C", "O", "H", "H", "H", "H", "H", "N", "C", "O", "H", "H", "H", "H", "H"],
  "positions_angstrom": [[1.109, 1.556, 1.750], [0.357, 2.539, 0.991], [-0.846, 2.859, 1.644], [0.832, 0.622, 1.462], [2.074, 1.611, 1.473], [0.934, 3.450, 0.834], [0.071, 2.204, -0.011], [-0.579, 3.223, 2.498], [-0.960, -1.892, -2.231], [-0.743, -2.540, -0.996], [0.588, -2.769, -0.574], [-0.718, -0.925, -2.284], [-0.694, -2.390, -3.058], [-1.277, -2.031, -0.192], [-1.190, -3.530, -1.050], [1.043, -1.987, -0.255]],
  "mulliken_charge": [-0.579, -0.204, -0.548, 0.215, 0.251, 0.320, 0.226, 0.322, -0.434, -0.294, -0.549, 0.178, 0.214, 0.316, 0.275, 0.292]
}

---

{
  "formula": "C2H10N2O2",
  "method": "wB97M-V/def2-TZVPD",
  "multiplicity": 1,
  "de_lowest_kcal_mol": 23.5,
  "gap_ev": 9.94,
  "smiles": "[H]/N=C/NC.O.O",
  "charge": 0,
  "species": ["H", "N", "C", "N", "C", "H", "H", "H", "H", "H", "O", "H", "H", "O", "H", "H"],
  "positions_angstrom": [[3.023, -4.252, 1.492], [2.620, -3.337, 1.689], [1.952, -2.962, 0.680], [1.249, -1.767, 0.650], [0.744, -1.257, -0.618], [1.853, -3.586, -0.218], [0.648, -1.656, 1.455], [-0.321, -1.105, -0.592], [0.930, -1.996, -1.405], [1.336, -0.401, -0.914], [-7.107, 1.028, -0.822], [-7.130, 1.693, -0.125], [-6.807, 1.527, -1.592], [2.677, 6.052, -0.125], [1.908, 6.633, -0.081], [2.425, 5.385, 0.525]],
  "mulliken_charge": [0.262, -0.621, 0.065, -0.285, -0.729, 0.241, 0.272, 0.297, 0.264, 0.234, -0.640, 0.320, 0.320, -0.638, 0.318, 0.319]
}

---

{
  "formula": "C2H10N2O2",
  "method": "wB97M-V/def2-TZVPD",
  "multiplicity": 2,
  "de_lowest_kcal_mol": 24.6,
  "gap_ev": [10.21, 5.32],
  "charge": 1,
  "species": ["N", "C", "O", "H", "H", "H", "H", "H", "N", "C", "O", "H", "H", "H", "H", "H"],
  "positions_angstrom": [[0.862, -0.944, 0.728], [1.662, 0.211, 1.112], [1.622, 0.349, 2.494], [1.334, -1.840, 0.551], [-0.154, -0.888, 0.677], [2.683, 0.013, 0.782], [1.319, 1.086, 0.549], [0.740, 0.220, 2.867], [-2.406, -0.310, -1.752], [-1.490, 0.427, -0.968], [-0.107, 0.305, -1.358], [-1.996, -1.151, -2.132], [-2.878, 0.226, -2.464], [-1.754, 1.487, -0.930], [-1.530, 0.135, 0.094], [-0.091, 0.354, -2.324]],
  "mulliken_charge": [-0.028, -0.127, -0.418, 0.297, 0.251, 0.325, 0.277, 0.336, -0.532, -0.193, -0.504, 0.229, 0.257, 0.300, 0.250, 0.280]
}

---

{
  "formula": "C2H10N2O3",
  "method": "wB97M-V/def2-TZVPD",
  "multiplicity": 2,
  "de_lowest_kcal_mol": 53.4,
  "gap_ev": [9.18, 3.94],
  "charge": 1,
  "species": ["O", "C", "N", "C", "N", "H", "H", "H", "H", "H", "H", "H", "H", "O", "H", "H", "O"],
  "positions_angstrom": [[-2.673, 0.641, 0.949], [-1.590, 0.458, 1.440], [-0.392, 1.118, 1.074], [-0.197, 1.783, -0.292], [0.276, 0.631, -1.204], [-1.582, -0.352, 2.262], [0.434, 0.838, 1.625], [0.577, 2.571, -0.394], [-1.107, 2.444, -0.551], [-0.500, 0.082, -1.571], [0.423, 1.090, -2.157], [1.269, -2.329, -0.714], [1.104, -3.878, -0.630], [0.624, -3.029, -0.684], [3.401, -0.157, -0.813], [1.993, -0.224, -0.461], [2.739, -0.835, -0.587]],
  "mulliken_charge": [-0.165, 0.220, 0.044, -0.420, -0.597, 0.369, 0.322, 0.341, 0.336, 0.274, 0.291, 0.359, 0.326, -0.644, 0.320, 0.299, -0.676]
}

---

{
  "formula": "C2H10N2OSi",
  "method": "wB97M-V/def2-TZVPD",
  "multiplicity": 1,
  "de_lowest_kcal_mol": 82.1,
  "gap_ev": 9.93,
  "smiles": "CN(C)O[SiH2]N",
  "charge": 0,
  "species": ["C", "N", "C", "O", "Si", "N", "H", "H", "H", "H", "H", "H", "H", "H", "H", "H"],
  "positions_angstrom": [[-1.553, 1.066, -0.291], [-1.200, -0.066, 0.496], [-1.734, -1.336, 0.032], [0.249, -0.230, 0.569], [1.539, 0.443, -0.121], [2.936, -0.366, 0.432], [-1.239, 1.872, 0.256], [-1.176, 1.183, -1.322], [-2.638, 1.070, -0.373], [-1.140, -2.099, 0.465], [-2.738, -1.336, 0.438], [-1.756, -1.449, -1.009], [1.658, 1.770, 0.396], [1.856, 0.294, -1.469], [3.803, -0.095, 0.106], [3.131, -0.721, 1.396]],
  "mulliken_charge": [-0.931, -0.034, -0.909, -0.183, 0.291, -0.419, 0.381, 0.323, 0.335, 0.334, 0.379, 0.315, -0.135, -0.157, 0.190, 0.221]
}

---

{
  "formula": "C2H10N2P",
  "method": "wB97M-V/def2-TZVPD",
  "multiplicity": 1,
  "de_lowest_kcal_mol": 150.9,
  "gap_ev": [7.25, 7.69],
  "charge": 1,
  "species": ["C", "C", "N", "N", "P", "H", "H", "H", "H", "H", "H", "H", "H", "H", "H"],
  "positions_angstrom": [[2.179, -0.231, 0.507], [-0.674, 0.185, -0.152], [-1.529, 1.167, -0.004], [-1.100, -0.851, 0.927], [1.124, 1.010, 0.045], [0.932, -0.682, -2.456], [2.083, -0.618, 1.563], [2.992, -0.573, 0.038], [0.235, -0.422, -2.549], [-2.426, 1.223, 0.411], [-1.252, 1.891, -0.691], [-1.639, -1.668, 0.571], [-0.391, -1.269, 1.594], [-1.817, -0.316, 1.501], [1.283, 1.154, -1.306]],
  "mulliken_charge": [-0.621, 0.100, -0.387, -0.387, 0.004, 0.061, 0.275, 0.378, -0.005, 0.180, 0.237, 0.356, 0.363, 0.382, 0.065]
}

---

{
  "formula": "C2H10N2P",
  "method": "wB97M-V/def2-TZVPD",
  "multiplicity": 1,
  "de_lowest_kcal_mol": 43.2,
  "gap_ev": 10.86,
  "charge": 1,
  "species": ["C", "C", "N", "N", "P", "H", "H", "H", "H", "H", "H", "H", "H", "H", "H"],
  "positions_angstrom": [[1.727, 0.298, 0.326], [-0.950, 1.559, -0.400], [-0.849, -0.708, 1.356], [-0.039, -1.355, -0.949], [-0.094, -0.041, 0.080], [2.055, 1.314, 0.448], [2.248, -0.012, -0.622], [1.984, -0.340, 1.190], [-1.084, 2.035, 0.552], [-1.897, 1.094, -0.764], [-0.416, 2.274, -1.161], [-0.768, -2.109, 0.960], [-1.794, -0.653, 1.663], [0.729, -1.372, -1.671], [-0.852, -1.985, -1.008]],
  "mulliken_charge": [-1.060, -0.927, -0.748, -0.627, 1.156, 0.368, 0.367, 0.308, 0.380, 0.304, 0.337, 0.390, 0.300, 0.226, 0.227]
}